110
Properties=species:S:1:pos:R:3 method="wB97M-V/def2-TZVPD" total_energy_ev=-99927.59585 multiplicity=3 homo_energy_ev="-4.13 / -4.38" total_charge=-1 gap_ev="6.573 / 5.738" de_lowest_kcal_mol=16.2 s2=2.03
H -6.44171 -0.90581 -0.58828
S 1.47979 0.38277 1.94415
H 2.10928 5.50374 1.82791
H 4.88858 3.08124 -1.19204
H 1.09037 4.94661 0.49379
H -2.48738 0.38429 2.20710
C 3.58549 -3.74084 -3.76361
H -2.08501 0.78209 3.89505
H 4.35026 -2.99143 -3.97292
C 4.01468 2.42640 -1.11424
C -2.89622 -2.93846 -0.70486
O 1.48758 1.39486 -0.95450
C 2.16526 -4.86368 -2.06918
H 0.84919 -3.03257 -1.10748
C -2.35369 2.96045 2.17619
H 1.91472 -4.98615 -1.01337
H 5.52366 2.02250 -3.30898
C -3.63272 -0.59382 -0.74784
H -3.46790 2.02248 -1.69808
C 2.73689 -2.40418 -1.83006
C 1.50942 -2.20086 -1.26685
H -4.88278 -2.27975 -1.10136
H 3.96620 -4.71284 -4.08911
H 5.60036 3.61393 4.01452
H -6.82194 0.58110 -1.45692
H -1.78891 -4.97124 0.78733
H -4.82274 -5.80232 -1.15180
H 3.75807 2.31998 -0.05887
C -1.28418 -1.16873 -0.36991
C 2.65405 2.81626 2.51019
H 2.54413 -5.81948 -2.43793
C -2.34814 -5.06237 -1.91892
H -0.90382 2.98463 4.26177
H 4.59455 -1.48470 -2.37981
H -3.02958 -6.19243 0.47635
C -4.98358 1.14961 0.43102
C 1.97524 0.22240 -1.10580
C -6.06990 -0.20183 -1.33636
H -1.28076 -4.93862 -1.72938
C -4.48419 3.85227 2.91017
H -5.28163 0.42703 1.19636
C -2.32665 -0.19525 -0.41451
C -4.74785 0.44188 -0.90906
C 3.60882 -1.29585 -1.97019
H -0.18803 4.52492 2.40823
C -0.30788 2.63555 3.40730
H 3.84834 1.65268 -3.75191
H 2.79978 4.45576 0.56888
H -3.39184 2.35204 3.95122
H -5.29669 3.85020 3.62571
C -3.40343 3.00252 3.08692
H -5.35323 5.35504 1.64426
S -1.08772 3.85521 -0.13874
C -1.59141 -2.52214 -0.46340
H 2.70541 -3.49680 -4.36171
C 3.85249 0.84071 3.16922
H 3.17437 2.89608 -1.61796
H 5.29043 -3.47201 -1.62043
H 6.40932 1.35017 -1.01906
H 3.63284 4.66284 2.99149
C 4.87965 1.61064 3.67970
H -4.08412 1.66222 0.76251
H -3.43975 -4.70106 1.34478
C 2.71720 1.41803 2.57887
N 1.51223 3.44900 1.88401
C -3.87744 -1.96267 -0.87068
H 0.96260 4.31567 3.73291
C -2.37250 3.81291 1.05212
H 4.23583 -4.16874 -0.38935
H 5.04910 0.35776 -3.68367
H -5.97620 -0.72660 -2.29039
H 6.04427 -0.33326 -1.40289
H -0.82056 -3.26388 -0.32782
C 1.10504 -0.90472 -0.85518
C -4.51304 4.68960 1.80427
H 3.90959 -0.24031 3.20304
H -3.48924 5.30985 0.02505
C 4.72177 1.28552 -3.20941
C 3.29133 -0.00861 -1.61212
H -2.55404 -6.13337 -2.00378
C -4.66342 -4.72260 -1.10014
C 5.63164 0.58288 -0.97801
C 3.22562 -3.78054 -2.27162
H 1.24931 -4.63212 -2.61673
O -1.97306 1.06503 -0.25746
C -2.83955 -5.11663 0.53289
H -2.57371 -4.58850 -2.87626
H -4.20030 0.99226 -2.94023
H 0.35620 1.84498 3.75188
Ti -0.15802 1.63185 0.32636
H -0.86341 0.03713 2.85428
H -5.18664 2.19807 -2.09797
C 4.37907 1.07024 -1.72899
H -5.31675 -4.32293 -0.32205
N -1.22401 2.04921 2.39974
C -4.36931 1.48064 -1.97678
H 5.74637 1.12897 4.11743
C 3.68944 3.58299 3.04133
C -3.47029 4.66766 0.89648
H 4.81018 -5.16870 -1.73663
C -3.19177 -4.43698 -0.79805
H -5.78086 1.89187 0.33237
C 4.46746 -4.16886 -1.45592
C 4.80288 2.99621 3.62077
H -4.96666 -4.29286 -2.05696
C 1.90451 4.65971 1.15358
N -0.04641 -0.53320 -0.30505
H 5.39100 0.39719 0.07102
C -1.69858 0.73400 2.87141
C 0.48930 3.80895 2.87763